Density functional theory data (ωB97M-V/def2-TZVPD) for an isolated molecule of C5H5FS2 in a non-equilibrium geometry.

Summary:
* structure (SMILES): C=C(F)/C=C\C(=S)S
* relative energy (zero: lowest compared OMol25 entry of this formula, charge and spin): 1.542 eV
* charge: 0
* LUMO: -1.00 eV
* F_max: 2.930 eV/A
* calculated total energy: -1089.67497 Ha
* orbital gap: 7.98 eV
* HOMO: -8.99 eV

Each line ends with the Mulliken charge.
Geometry (Å):
C -0.30176 -0.57940 -0.91566  -0.190
S -0.52058 0.01207 2.29936  -0.135
F 1.83925 -1.45699 -1.01738  -0.298
H -2.43447 -0.50247 -0.73816  0.365
H 0.25738 -0.85605 1.55958  0.203
C -1.47450 -0.21401 -0.29915  -0.325
S -2.40037 1.93886 0.93342  -0.209
H 1.09625 1.44958 0.03371  0.270
H -0.40373 -1.26249 -1.72339  0.336
C -1.55428 0.58326 0.88868  0.030
H 2.98279 0.60247 -0.18289  0.266
C 1.11072 -0.37262 -0.64436  0.211
C 1.80330 0.65780 -0.19376  -0.522

Force components x, y, z for each atom (eV/Å):
C -2.072 -0.013 0.918
S -0.463 0.006 -1.288
F -0.226 -0.511 -0.243
H 0.448 0.065 0.002
H -0.684 0.527 0.686
C 2.044 -1.154 -1.643
S -0.520 0.440 0.330
H 1.019 0.696 0.379
H -0.249 -0.318 -0.855
C 1.443 0.051 1.741
H -2.876 0.522 0.201
C 1.120 -0.137 0.105
C 1.015 -0.173 -0.332